No. 1
{"formula": "C17H6Cl60FOPS", "method": "ωB97M-V/def2-TZVPD", "homo_ev": -8.962, "lumo_energy_ha": 0.001, "energy_ev": -793956.9471, "largest_force_ha_per_bohr": 0.0179, "gap_ev": 8.99, "symbols": ["C", "Cl", "Cl", "C", "Cl", "Cl", "Cl", "Cl", "Cl", "P", "Cl", "C", "Cl", "Cl", "Cl", "Cl", "C", "C", "Cl", "C", "Cl", "Cl", "Cl", "Cl", "H", "O", "C", "C", "Cl", "Cl", "Cl", "C", "Cl", "H", "C", "F", "C", "Cl", "Cl", "Cl", "Cl", "Cl", "Cl", "Cl", "Cl", "Cl", "Cl", "Cl", "Cl", "Cl", "Cl", "C", "Cl", "H", "Cl", "Cl", "C", "S", "Cl", "Cl", "Cl", "Cl", "C", "C", "Cl", "Cl", "Cl", "Cl", "Cl", "Cl", "Cl", "Cl", "Cl", "Cl", "Cl", "H", "Cl", "H", "Cl", "Cl", "Cl", "C", "Cl", "H", "C", "Cl", "Cl"], "positions_angstrom": [[5.963, 5.029, 0.438], [6.678, 6.643, 0.427], [1.704, -6.990, -1.852], [-4.364, 0.912, 0.152], [-2.278, -4.506, -3.366], [-2.222, -3.328, -6.541], [0.298, 7.450, 5.743], [6.779, 4.732, 7.062], [1.176, 9.721, 4.195], [2.443, -0.837, 0.357], [-0.689, -8.441, 5.437], [2.378, 1.021, 0.226], [9.579, 2.117, 2.703], [7.581, 0.271, 1.748], [-4.371, 0.703, -9.984], [-0.697, -5.784, 6.541], [0.872, 7.982, 4.162], [0.001, -7.399, 6.683], [1.749, -7.304, 6.472], [-1.233, -4.119, -2.007], [0.347, -3.603, -2.603], [-7.606, -1.397, 1.054], [-1.555, -0.045, -3.569], [-1.509, 1.495, -6.008], [4.365, -1.641, 0.737], [3.774, -1.092, 1.265], [-0.174, 2.794, 3.386], [2.485, -8.479, -1.319], [-3.588, 2.477, -0.081], [10.074, 0.563, 0.326], [-4.341, -2.970, 2.865], [6.978, 4.831, 5.312], [4.427, 5.076, 1.311], [0.041, -1.661, 0.994], [-3.786, -4.643, 2.946], [3.650, 1.534, -0.003], [-3.970, -0.030, -11.541], [7.053, 3.913, 1.254], [-2.958, -5.051, 1.445], [-4.849, 0.282, -1.422], [4.205, -8.427, -1.714], [-1.597, 3.012, 4.405], [-4.077, -1.535, -7.809], [-0.351, 7.625, 2.947], [-0.668, 2.082, 1.846], [-1.027, -5.538, -0.975], [-9.022, -3.399, -0.467], [-5.162, -5.741, 3.172], [-4.268, -2.034, -4.981], [8.633, 5.323, 4.933], [0.583, 4.363, 3.082], [-2.224, 1.364, -4.401], [-3.974, 1.187, -4.554], [1.958, 2.022, -1.606], [-9.876, -2.757, 2.212], [0.978, 1.736, 4.197], [-8.479, -2.933, 1.149], [0.930, -1.095, 1.802], [-3.227, -0.194, 0.937], [-2.310, -0.625, -11.492], [-0.367, -8.059, 8.276], [-5.069, -1.374, -11.851], [9.314, 0.557, 1.917], [1.430, 1.373, -0.913], [2.287, -8.645, 0.427], [-4.132, 1.176, -12.816], [-1.977, -2.791, -1.112], [-1.839, 7.841, -0.036], [5.853, 6.024, 4.657], [1.737, -9.857, -2.130], [-4.984, -4.107, -6.854], [-2.670, -4.818, 4.302], [-4.029, 6.206, -0.951], [-1.625, 6.412, -2.532], [-1.859, 2.818, -3.467], [2.008, 1.451, 1.155], [-7.389, -4.159, 1.787], [0.556, 1.898, -0.542], [2.373, 7.142, 3.770], [10.023, -0.721, 2.907], [5.681, 4.494, -1.217], [-2.272, 6.365, -0.891], [-5.788, 1.095, 1.181], [1.108, 0.486, -1.454], [-3.890, -2.754, -6.547], [-1.589, 4.994, -0.016], [6.663, 3.259, 4.586]]}



No. 2
{"formula": "C17H81N2O27", "method": "ωB97M-V/def2-TZVPD", "homo_ev": [-7.939, -9.095], "lumo_energy_ha": [-0.013, -0.013], "energy_ev": -77206.0433, "largest_force_ha_per_bohr": 0.0167, "e_above_lowest_kj_mol": 0.00, "s2": 0.75, "multiplicity": 2, "gap_ev": [7.59, 8.75], "symbols": ["H", "H", "H", "O", "H", "H", "H", "H", "H", "O", "C", "H", "H", "H", "H", "H", "O", "H", "C", "H", "H", "H", "O", "C", "O", "H", "H", "O", "H", "H", "O", "H", "O", "H", "H", "H", "H", "C", "H", "O", "O", "H", "H", "H", "O", "H", "H", "O", "H", "H", "H", "H", "H", "O", "C", "N", "O", "O", "C", "H", "C", "H", "C", "H", "O", "H", "H", "H", "O", "H", "H", "O", "O", "O", "H", "C", "C", "H", "H", "H", "H", "H", "C", "H", "H", "H", "H", "O", "H", "H", "H", "H", "H", "C", "H", "H", "H", "O", "H", "H", "C", "O", "H", "N", "H", "C", "H", "H", "H", "H", "H", "H", "H", "C", "O", "O", "H", "H", "O", "C", "H", "H", "H", "H", "H", "O", "C"], "positions_angstrom": [[-5.529, 0.852, 2.415], [-2.659, 0.657, -0.060], [1.114, -2.886, 4.223], [-2.577, 4.346, -4.351], [-3.685, 2.940, 3.312], [0.839, -4.958, -6.281], [-0.905, -2.814, 1.965], [3.900, 0.426, 5.317], [0.967, -3.480, -6.615], [7.344, 0.141, 5.672], [2.170, -0.618, 2.208], [0.217, -1.537, 3.537], [-2.492, 0.287, 5.764], [-1.435, 1.701, 5.736], [-1.673, -0.288, 1.027], [-0.430, 1.364, -0.390], [-3.311, 3.747, -0.769], [-4.641, 0.204, -2.284], [-0.253, -3.390, 2.614], [0.771, -5.973, -3.617], [11.955, 3.458, 3.570], [3.970, 2.066, 2.140], [-2.559, -1.028, 3.559], [-4.036, -1.186, 1.423], [3.563, 2.142, 3.007], [-0.398, -3.665, -4.564], [5.437, -1.811, 4.458], [-0.754, -8.624, -7.035], [1.649, -0.412, 0.160], [-6.483, 7.649, -1.962], [-4.837, 5.800, -2.588], [-3.679, 7.741, -5.145], [5.017, -1.789, 5.327], [1.947, -0.859, -2.527], [-7.166, -0.011, -3.897], [12.940, 1.220, 2.643], [0.272, -0.609, 1.288], [0.753, -2.455, 3.291], [10.860, -0.265, 5.085], [2.669, -0.936, -1.896], [-1.077, -5.899, -6.362], [-2.790, 4.230, -3.421], [-5.159, 10.215, -2.046], [6.390, -0.048, 2.098], [-4.486, -0.556, -1.712], [2.854, -2.602, 2.750], [-5.666, 5.335, -2.737], [-5.108, 10.478, -2.971], [-4.681, -1.602, 2.194], [5.764, -1.774, 5.934], [-3.365, -1.949, -2.616], [1.248, 1.800, 2.125], [-2.653, 3.197, 4.683], [-6.748, 8.489, -1.575], [-2.346, 0.569, 0.983], [-3.091, 0.101, 3.275], [6.572, -0.778, 2.697], [1.615, -6.336, -3.908], [-0.251, 1.914, 0.538], [5.190, 0.735, 6.052], [-3.259, 2.449, 4.174], [-0.127, 2.955, 0.247], [-3.548, 0.197, 1.856], [1.909, -0.110, 3.138], [-0.789, -4.305, -3.957], [8.306, 0.129, 5.761], [-1.810, -5.135, -10.318], [-4.775, 7.497, -4.112], [-1.716, -3.358, -7.320], [-7.483, 8.800, -2.113], [3.035, -1.812, -2.054], [1.413, -4.189, -6.137], [10.254, 0.468, 4.940], [11.995, 1.398, 2.596], [1.870, 1.836, 0.511], [1.070, 1.417, 1.124], [1.948, -2.128, 2.377], [-2.347, -3.222, -8.030], [-2.475, 5.296, -4.456], [0.270, -4.132, 2.009], [-0.427, 0.857, 3.034], [-0.885, 0.172, 5.044], [-4.758, 1.124, 1.697], [-0.308, -7.905, -7.495], [-1.228, -4.149, -7.590], [-1.346, -6.767, -6.037], [11.680, 0.854, 1.867], [-1.175, -5.276, -9.609], [-4.960, 9.649, -3.438], [-0.687, -6.060, -9.876], [10.727, 1.050, 4.330], [-3.213, -1.873, 1.244], [-1.060, -4.143, -0.657], [-1.181, 1.630, 2.907], [-0.731, 2.561, 3.253], [1.731, -2.523, 1.382], [-2.184, -3.209, -1.097], [4.588, 1.096, 5.392], [-4.037, 2.135, 4.867], [-7.730, -1.366, -3.487], [1.224, -0.108, 1.116], [-1.532, -3.346, -0.397], [13.205, 3.858, 4.349], [-2.307, 3.050, 1.269], [7.162, 0.864, 5.064], [-2.826, 3.375, 0.235], [-4.594, -1.093, 0.498], [-1.635, -3.904, -3.703], [-1.196, -5.294, -5.614], [-0.088, -9.311, -6.938], [-4.534, 2.176, 1.779], [-4.314, 5.186, -2.062], [-3.792, -3.418, -2.760], [-1.512, 1.766, 1.425], [12.259, 4.017, 4.294], [-4.593, 7.955, -4.943], [-0.856, -3.929, 3.342], [4.294, 2.105, 3.641], [-6.999, -0.764, -3.321], [-2.344, 1.269, 3.844], [1.874, -5.687, -4.569], [-5.170, 0.956, 0.702], [7.528, -0.793, 2.796], [-5.245, -1.123, -1.903], [3.209, -0.400, 1.970], [-3.092, -2.801, -2.997], [-1.745, 0.819, 5.180]]}